This record from the Open Molecules 2025 dataset describes a structure of composition C27H24NO7P4RuS2. The level of theory is ωB97M-V/def2-TZVPD.

Properties
- Energy relative to the best compared isomer or geometry (same formula, charge and spin): 26.0 kJ/mol
- HOMO energy (alpha / beta): -8.1 / -8.7 eV
- Multiplicity: 6
- Molecular weight: 763.59 g mol⁻¹

Cartesian coordinates (Å):
Ru -0.07 -0.80 0.03
O -0.98 0.11 4.03
P -0.36 0.20 2.58
O 0.83 -0.68 2.33
O -1.45 -0.15 1.55
O 0.00 1.74 2.42
P 0.24 2.42 0.94
O -1.22 2.93 0.54
O 1.22 3.50 1.03
O 0.47 1.22 0.01
H -0.30 0.06 4.72
H -1.36 3.85 0.80
C -0.54 -1.38 -3.68
P -0.20 -0.07 -2.48
C 1.38 0.67 -2.94
C 1.64 2.01 -2.67
C 2.89 2.54 -2.92
C 3.90 1.75 -3.44
C 3.65 0.41 -3.71
C 2.40 -0.13 -3.46
C -1.45 1.19 -2.80
C -1.44 1.90 -4.01
C -2.43 2.82 -4.29
C -3.45 3.04 -3.36
C -3.45 2.35 -2.16
C -2.45 1.43 -1.88
P -2.22 -2.13 -3.38
C -1.80 -3.89 -3.17
C -2.59 -4.63 -2.30
C -2.36 -5.98 -2.10
C -1.32 -6.61 -2.77
C -0.53 -5.89 -3.65
C -0.77 -4.54 -3.85
C -2.89 -2.09 -5.08
C -3.30 -3.23 -5.77
C -3.89 -3.12 -7.02
C -4.08 -1.87 -7.60
C -3.68 -0.73 -6.92
C -3.10 -0.84 -5.66
H 0.23 -2.14 -3.61
H -0.49 -0.96 -4.69
H 0.87 2.64 -2.24
H 3.08 3.58 -2.68
H 4.88 2.16 -3.63
H 4.44 -0.22 -4.10
H 2.24 -1.19 -3.65
H -0.64 1.73 -4.73
H -2.41 3.37 -5.22
H -4.23 3.76 -3.58
H -4.23 2.53 -1.43
H -2.46 0.92 -0.92
H -3.39 -4.13 -1.76
H -2.98 -6.54 -1.41
H -1.13 -7.66 -2.61
H 0.27 -6.38 -4.19
H -0.16 -3.99 -4.56
H -3.16 -4.21 -5.33
H -4.20 -4.01 -7.54
H -4.54 -1.79 -8.57
H -3.83 0.25 -7.35
H -2.82 0.06 -5.13
S 4.22 -0.41 0.14
C 2.82 -1.06 -0.15
N 1.75 -1.53 -0.40
S -1.13 -3.55 1.07
C -1.09 -2.63 -0.15

Calculated atomic charges, method Mulliken, unit e:
1. Ru 0.61
2. O -0.54
3. P 0.83
4. O -0.52
5. O -0.69
6. O -0.28
7. P 0.53
8. O -0.47
9. O -0.73
10. O 0.12
11. H 0.36
12. H 0.29
13. C -1.33
14. P 1.34
15. C 0.90
16. C -0.64
17. C -0.78
18. C -0.58
19. C -0.62
20. C -0.45
21. C 0.82
22. C -0.77
23. C -0.55
24. C -0.57
25. C -0.69
26. C -0.51
27. P 0.52
28. C 0.38
29. C -0.43
30. C -0.67
31. C -0.42
32. C -0.82
33. C -0.06
34. C 0.28
35. C -0.54
36. C -0.67
37. C -0.54
38. C -0.65
39. C -0.08
40. H 0.54
41. H 0.72
42. H 0.40
43. H 0.43
44. H 0.39
45. H 0.42
46. H 0.20
47. H 0.43
48. H 0.47
49. H 0.40
50. H 0.47
51. H 0.28
52. H 0.43
53. H 0.42
54. H 0.39
55. H 0.41
56. H 0.47
57. H 0.33
58. H 0.39
59. H 0.37
60. H 0.43
61. H 0.33
62. S -0.37
63. C 0.51
64. N -0.73
65. S -0.03
66. C 0.11

This record from the Open Molecules 2025 dataset describes a structure of composition C27H25Br6N5O10. The level of theory is ωB97M-V/def2-TZVPD.

Properties
- Net charge: -1
- HOMO energy (alpha / beta): -2.3 / -6.7 eV
- Multiplicity: 2
- Molecular weight: 1058.95 g mol⁻¹

Cartesian coordinates (Å):
C 4.48 -1.31 -1.00
N 5.82 -1.85 -0.74
O 6.35 -2.28 -1.76
O 6.40 -1.54 0.25
H 3.83 -1.49 -0.14
H 4.07 -1.60 -1.96
H 4.72 -0.25 -0.92
C -0.73 -0.96 6.45
C -1.57 -1.47 5.46
C -1.56 -0.87 4.19
C -0.76 0.23 3.93
C -0.05 0.79 5.01
C 0.00 0.20 6.23
N -0.73 0.93 2.64
O -1.23 0.47 1.61
O -0.17 2.02 2.56
H -0.70 -1.51 7.38
H -2.31 -2.25 5.58
H -2.26 -1.23 3.45
H 0.52 1.70 4.89
H 0.66 0.66 6.95
C -1.45 3.65 -5.09
C -2.16 2.53 -5.51
C -2.63 2.35 -6.80
C -2.29 3.34 -7.72
C -1.49 4.42 -7.36
C -1.13 4.60 -6.02
N -2.75 3.20 -9.12
O -3.39 2.23 -9.48
O -2.45 4.06 -9.95
H -1.16 3.72 -4.05
H -2.53 1.76 -4.84
H -3.24 1.49 -7.03
H -1.15 5.16 -8.07
H -0.46 5.41 -5.76
C 3.71 0.11 5.46
C 3.68 0.76 4.21
C 2.89 0.17 3.22
C 2.29 -1.07 3.37
C 2.37 -1.69 4.61
C 3.13 -1.12 5.64
N 1.49 -1.67 2.28
O 0.81 -2.67 2.55
O 1.53 -1.23 1.18
H 4.05 0.68 6.31
H 4.13 1.73 4.14
H 2.69 0.77 2.35
H 1.87 -2.62 4.83
H 3.14 -1.64 6.58
C -2.30 -2.50 0.30
C -3.40 -1.72 -0.06
C -4.69 -2.29 -0.07
C -4.86 -3.60 0.31
C -3.74 -4.36 0.61
C -2.42 -3.84 0.61
N -6.23 -4.21 0.37
O -6.44 -5.20 1.05
O -7.11 -3.76 -0.36
H -1.31 -2.09 0.43
H -3.23 -0.66 -0.18
H -5.54 -1.64 -0.18
H -3.93 -5.41 0.77
H -1.52 -4.43 0.76
C 3.83 3.26 -3.23
Br 4.71 1.49 -3.63
Br 1.97 3.44 -3.96
Br 5.10 4.76 -3.83
H 3.70 3.27 -2.14
C 0.55 0.41 -1.41
Br -0.81 1.34 -2.52
Br 1.78 1.81 -0.58
Br 1.52 -0.87 -2.54
H 0.07 -0.04 -0.54

Calculated atomic charges, method Mulliken, unit e:
1. C -0.51
2. N 0.94
3. O -0.58
4. O -0.55
5. H 0.08
6. H 0.30
7. H 0.26
8. C -0.69
9. C -0.46
10. C -0.38
11. C -0.05
12. C -0.32
13. C -0.27
14. N 1.07
15. O -0.69
16. O -0.75
17. H 0.34
18. H 0.42
19. H 0.39
20. H 0.39
21. H 0.41
22. C -0.67
23. C -0.10
24. C -0.68
25. C 0.14
26. C -0.30
27. C -0.55
28. N 0.99
29. O -0.60
30. O -0.60
31. H 0.70
32. H 0.28
33. H 0.45
34. H 0.43
35. H 0.41
36. C -0.07
37. C -0.86
38. C 0.16
39. C -0.35
40. C -0.21
41. C -0.75
42. N 1.11
43. O -0.72
44. O -0.43
45. H 0.36
46. H 0.40
47. H 0.32
48. H 0.42
49. H 0.38
50. C -0.13
51. C -0.50
52. C -0.38
53. C 0.15
54. C -0.11
55. C -0.84
56. N 0.89
57. O -0.57
58. O -0.56
59. H 0.31
60. H 0.51
61. H 0.37
62. H 0.38
63. H 0.46
64. C -0.32
65. Br 0.00
66. Br 0.14
67. Br -0.09
68. H 0.27
69. C 0.34
70. Br -0.02
71. Br 0.00
72. Br 0.00
73. H -0.32

This record from the Open Molecules 2025 dataset describes a cluster of 5 separate species, C27H25BrO17P in total. The level of theory is ωB97M-V/def2-TZVPD.

Properties
- Net charge: +1
- HOMO energy: -11.4 eV
- Molecular weight: 732.36 g mol⁻¹

Cartesian coordinates (Å):
O -0.25 -2.57 -2.47
P -1.18 -2.05 -1.30
C -2.13 -0.61 -1.71
C -3.47 -0.76 -2.46
C -4.34 -1.91 -1.97
Br -4.70 -1.70 -0.08
H -0.64 -2.59 -3.36
H -1.98 -3.11 -0.86
H -0.30 -1.76 -0.27
H -1.44 0.01 -2.30
H -2.28 -0.09 -0.75
H -3.33 -0.84 -3.54
H -3.99 0.18 -2.27
H -5.28 -1.92 -2.52
H -3.89 -2.90 -2.07
C -0.06 0.29 2.81
C 0.87 1.24 3.03
C 0.74 2.66 2.46
O 1.66 3.41 2.72
C -0.41 3.00 1.66
C -1.34 2.05 1.46
C -1.19 0.63 2.01
O -2.09 -0.14 1.69
O -2.45 2.23 0.76
O 1.95 1.04 3.74
H 0.02 -0.71 3.21
H -0.50 4.00 1.27
H -2.98 1.41 0.86
H 2.48 1.87 3.77
C 2.67 -4.35 -3.28
C 3.42 -5.28 -2.67
C 4.52 -6.05 -3.39
O 5.13 -6.85 -2.71
C 4.76 -5.78 -4.79
C 4.01 -4.85 -5.40
C 2.92 -4.08 -4.67
O 2.29 -3.26 -5.33
O 4.13 -4.52 -6.67
O 3.29 -5.63 -1.40
H 1.90 -3.78 -2.79
H 5.54 -6.33 -5.30
H 3.46 -3.82 -6.84
H 3.98 -6.32 -1.25
C -6.06 3.64 1.11
C -6.82 4.31 2.00
C -7.50 3.63 3.18
O -8.14 4.36 3.91
C -7.36 2.20 3.34
C -6.61 1.54 2.45
C -5.91 2.23 1.29
O -5.22 1.50 0.58
O -6.40 0.23 2.49
O -7.04 5.61 1.95
H -5.57 4.12 0.28
H -7.85 1.72 4.17
H -5.90 0.00 1.68
H -7.61 5.82 2.72
C 4.62 2.51 1.66
C 5.30 2.12 2.75
C 6.76 1.72 2.72
O 7.24 1.39 3.79
C 7.46 1.74 1.46
C 6.78 2.11 0.36
C 5.31 2.53 0.40
O 4.82 2.83 -0.67
O 7.30 2.17 -0.85
O 4.76 2.04 3.96
H 3.59 2.81 1.73
H 8.50 1.44 1.43
H 6.58 2.49 -1.44
H 5.48 1.74 4.55

Calculated atomic charges, method Mulliken, unit e:
1. O -0.36
2. P 0.29
3. C 0.42
4. C -0.59
5. C -0.81
6. Br -0.04
7. H 0.34
8. H 0.18
9. H 0.15
10. H 0.48
11. H -0.50
12. H 0.38
13. H 0.29
14. H 0.43
15. H 0.42
16. C -1.06
17. C 0.33
18. C 1.28
19. O -0.64
20. C -1.09
21. C 0.38
22. C 1.00
23. O -0.55
24. O -0.59
25. O -0.56
26. H 0.52
27. H 0.50
28. H 0.18
29. H 0.29
30. C -1.08
31. C 0.32
32. C 1.01
33. O -0.62
34. C -1.04
35. C 0.40
36. C 1.12
37. O -0.69
38. O -0.55
39. O -0.58
40. H 0.52
41. H 0.43
42. H 0.37
43. H 0.39
44. C -1.18
45. C 0.40
46. C 1.12
47. O -0.61
48. C -0.95
49. C 0.21
50. C 1.01
51. O -0.47
52. O -0.57
53. O -0.57
54. H 0.46
55. H 0.46
56. H 0.21
57. H 0.38
58. C -0.96
59. C 0.34
60. C 0.95
61. O -0.63
62. C -1.06
63. C 0.30
64. C 1.10
65. O -0.66
66. O -0.56
67. O -0.57
68. H 0.58
69. H 0.44
70. H 0.39
71. H 0.38